Record 1
The following is a quantum chemistry calculation of a cluster of 2 separate species, C7H16N2O2 in total at a distorted geometry, from the OMol25 dataset.

DFT total energy = -536.28776 Eh
2S+1 = 1
orbital gap = 0.357 Eh
lowest unoccupied orbital energy = 0.725 eV

CARTESIAN COORDINATES (ANGSTROEM)
C (-0.439, -2.151, 0.893)
C (0.617, -1.632, -0.147)
C (-0.451, -0.853, 2.984)
C (-2.775, -0.383, 0.100)
C (-1.775, -0.061, 1.177)
O (-1.609, 1.042, 1.647)
N (-1.069, -1.143, 1.707)
H (-1.066, -2.927, 0.435)
H (0.066, -2.815, 1.603)
H (0.290, -1.957, -1.135)
H (1.587, -1.976, 0.175)
H (-0.213, -1.778, 3.494)
H (-2.566, -1.379, -0.275)
H (0.344, -0.580, -0.168)
H (0.537, -0.404, 2.921)
H (-0.986, -0.050, 3.472)
H (-3.782, -0.254, 0.493)
H (-2.692, 0.448, -0.600)
C (0.421, 1.669, -2.168)
C (1.926, 1.556, -2.058)
O (2.537, 1.874, -1.045)
N (2.562, 0.599, -2.823)
H (0.150, 2.545, -2.756)
H (0.084, 1.893, -1.157)
H (3.491, 0.334, -2.576)
H (2.161, 0.269, -3.633)
H (0.016, 0.707, -2.461)

Atom charges from the Löwdin analysis, given in e for atoms 1 to 2: C -0.2357; C -0.0377

---

Record 2
The following is a quantum chemistry calculation of a cluster of 2 separate species, C7H16N2O2P in total at a distorted geometry, from the OMol25 dataset.

DFT total energy = -877.29378 Eh
2S+1 = 1
orbital gap = 0.363 Eh
lowest unoccupied orbital energy = -5.141 eV
total charge = +1

CARTESIAN COORDINATES (ANGSTROEM)
C (3.425, -0.327, 0.688)
C (2.337, 0.555, 0.050)
C (1.439, 1.205, 1.108)
C (-0.105, 1.099, 0.883)
C (-0.496, 1.355, -0.572)
P (-0.627, -0.510, 1.475)
O (0.279, -1.709, 0.927)
N (-0.159, -2.208, -0.398)
O (0.661, -2.814, -0.893)
H (4.327, -0.291, 0.116)
H (3.636, 0.035, 1.679)
H (3.072, -1.339, 0.715)
H (1.792, -0.067, -0.639)
H (2.793, 1.344, -0.519)
H (1.639, 2.252, 1.205)
H (1.663, 0.755, 2.070)
H (-0.560, 1.828, 1.532)
H (-0.278, 0.485, -1.174)
H (-1.547, 1.558, -0.668)
H (0.092, 2.175, -0.926)
H (-0.451, -0.535, 2.856)
H (-1.982, -0.711, 1.182)
C (-3.336, -1.104, -1.993)
C (-3.792, 0.130, -1.364)
N (-4.154, 1.090, -0.877)
H (-3.247, -0.957, -3.067)
H (-2.366, -1.392, -1.594)
H (-4.051, -1.900, -1.802)

Atom charges from the Löwdin analysis, given in e for atoms 1 to 2: C -0.0731; C -0.2394

---

Record 3
The following is a quantum chemistry calculation of the molecule C7H16N2OS at a distorted geometry, from the OMol25 dataset.

DFT total energy = -859.16343 Eh
2S+1 = 1
orbital gap = 0.347 Eh
lowest unoccupied orbital energy = 0.822 eV

CARTESIAN COORDINATES (ANGSTROEM)
C (2.952, 0.076, 0.135)
C (2.317, -0.441, -1.155)
C (1.719, 0.091, 1.092)
C (0.889, -0.938, -0.829)
C (-1.759, 1.118, -1.080)
C (-3.546, -0.314, 0.076)
C (-2.045, -0.190, -0.415)
N (2.030, -0.814, 2.316)
N (0.542, -0.101, 0.252)
O (-1.259, -1.752, 1.474)
S (-1.079, -0.372, 1.104)
H (3.681, -0.676, 0.413)
H (3.513, 1.000, 0.021)
H (2.327, 0.375, -1.974)
H (2.896, -1.295, -1.522)
H (1.359, -1.647, 2.246)
H (1.562, 1.057, 1.583)
H (0.126, -0.875, -1.754)
H (0.997, -2.038, -0.488)
H (-2.188, 1.936, -0.419)
H (-0.746, 1.405, -1.131)
H (-2.165, 1.109, -1.999)
H (-4.414, -0.120, -0.630)
H (-3.763, 0.332, 0.984)
H (-3.647, -1.361, 0.395)
H (-1.902, -1.103, -0.897)
H (1.958, -0.288, 3.266)

Atom charges from the Löwdin analysis, given in e for atoms 1 to 2: C -0.1331; C -0.1908

---

Record 4
The following is a quantum chemistry calculation of a cluster of 2 separate species, C7H16NO in total at a distorted geometry, from the OMol25 dataset.

DFT total energy = -406.02020 Eh
2S+1 = 1
orbital gap = 0.319 Eh
lowest unoccupied orbital energy = -3.369 eV
total charge = +1

CARTESIAN COORDINATES (ANGSTROEM)
C (0.925, 1.559, -1.940)
C (-0.266, 0.740, -1.499)
C (-0.945, 1.106, -0.160)
C (-0.141, 0.680, 1.005)
C (-0.584, -0.205, 1.897)
C (0.199, -0.566, 3.098)
C (1.512, -0.748, 3.092)
N (-1.347, 0.831, -2.606)
H (1.273, 1.353, -2.948)
H (1.751, 1.204, -1.308)
H (0.910, 2.613, -1.659)
H (0.029, -0.307, -1.564)
H (-1.160, 2.176, -0.134)
H (-1.854, 0.498, -0.171)
H (0.810, 1.122, 1.274)
H (-1.501, -0.781, 1.800)
H (-0.292, -0.725, 4.051)
H (2.048, -1.090, 3.970)
H (2.194, -0.683, 2.256)
H (-1.280, 0.116, -3.339)
H (-1.198, 1.714, -3.092)
H (-2.323, 0.804, -2.308)
H (1.441, -3.211, -0.927)
H (-0.091, -3.321, -0.707)
O (0.581, -2.881, -1.223)

Atom charges from the Löwdin analysis, given in e for atoms 1 to 2: C -0.0389; C -0.3113

---

Record 5
The following is a quantum chemistry calculation of a cluster of 2 separate species, C7H16O in total at a distorted geometry, from the OMol25 dataset.

DFT total energy = -351.45336 Eh
2S+1 = 2
orbital gap (spin up / spin down) = 0.101 / 0.311 Eh
lowest unoccupied orbital energy (spin up / spin down) = 3.842 / 3.733 eV
total charge = -1

CARTESIAN COORDINATES (ANGSTROEM)
C (-2.568, 0.088, -2.056)
C (-1.149, 0.103, -1.413)
C (-1.119, -0.032, 0.075)
C (0.196, 0.287, 0.734)
C (0.632, -0.602, 1.677)
C (2.041, -0.414, 2.245)
C (0.747, 1.706, 0.533)
H (-2.398, 0.085, -3.153)
H (-3.287, 0.891, -1.993)
H (-2.904, -0.936, -1.814)
H (-0.606, 1.011, -1.764)
H (-0.572, -0.751, -1.871)
H (-1.540, -1.017, 0.344)
H (-1.902, 0.611, 0.547)
H (-0.067, -1.299, 2.103)
H (2.063, 0.289, 3.083)
H (2.750, -0.067, 1.495)
H (2.281, -1.377, 2.752)
H (0.078, 2.290, 1.170)
H (0.572, 2.170, -0.427)
H (1.795, 1.684, 0.873)
H (1.545, -1.322, -1.744)
H (1.413, -1.558, -0.326)
O (1.998, -1.842, -1.068)

Atom charges from the Löwdin analysis, given in e for atoms 1 to 2: C -0.1586; C -0.3096

---

Record 6
The following is a quantum chemistry calculation of a cluster of 2 separate species, C7H16O in total at a distorted geometry, from the OMol25 dataset.

DFT total energy = -351.51549 Eh
2S+1 = 1
orbital gap = 0.339 Eh
lowest unoccupied orbital energy = 0.718 eV

CARTESIAN COORDINATES (ANGSTROEM)
C (0.846, 0.373, -0.596)
C (0.309, 0.145, 0.614)
C (2.360, 0.257, -0.858)
C (0.066, 0.730, -1.819)
C (1.109, -0.128, 1.876)
C (-1.577, 1.518, 1.475)
C (-1.227, 0.249, 0.838)
H (2.785, -0.667, -0.431)
H (2.937, 1.117, -0.478)
H (2.466, 0.219, -1.955)
H (0.744, 0.964, -2.657)
H (-0.501, 1.640, -1.561)
H (-0.645, -0.046, -2.148)
H (1.084, 0.738, 2.559)
H (2.158, -0.335, 1.607)
H (0.702, -1.005, 2.407)
H (-2.612, 1.438, 1.846)
H (-1.508, 2.394, 0.808)
H (-0.906, 1.678, 2.336)
H (-1.475, -0.653, 1.430)
H (-1.860, 0.241, -0.070)
O (-1.957, -3.732, -1.415)
H (-0.992, -3.828, -1.579)
H (-2.307, -3.308, -2.230)

Atom charges from the Löwdin analysis, given in e for atoms 1 to 2: C -0.3060; C -0.2637

---

Record 7
The following is a quantum chemistry calculation of a cluster of 2 separate species, C7H16O in total at a distorted geometry, from the OMol25 dataset.

DFT total energy = -351.51719 Eh
2S+1 = 1
orbital gap = 0.382 Eh
lowest unoccupied orbital energy = 0.853 eV

CARTESIAN COORDINATES (ANGSTROEM)
C (-0.715, 1.400, -1.669)
C (0.631, 1.873, -1.093)
C (0.754, 1.629, 0.393)
C (0.407, 0.213, 0.876)
C (1.403, -0.670, 0.974)
C (-0.981, -0.105, 1.401)
C (-1.370, -1.575, 1.335)
H (-0.908, 0.374, -1.357)
H (-0.675, 1.313, -2.760)
H (-1.551, 2.045, -1.434)
H (1.373, 1.298, -1.648)
H (0.796, 2.917, -1.358)
H (1.746, 1.822, 0.807)
H (0.115, 2.262, 1.031)
H (2.422, -0.537, 0.628)
H (1.249, -1.711, 1.246)
H (-1.640, 0.412, 0.706)
H (-1.050, 0.305, 2.407)
H (-0.958, -2.093, 0.469)
H (-0.934, -2.049, 2.209)
H (-2.441, -1.700, 1.292)
H (0.352, -2.797, -2.070)
H (0.949, -1.871, -0.992)
O (1.030, -2.751, -1.392)

Atom charges from the Löwdin analysis, given in e for atoms 1 to 2: C -0.1061; C -0.2388

---

Record 8
The following is a quantum chemistry calculation of a structure of composition C7H16O2 at a distorted geometry, from the OMol25 dataset.

DFT total energy = -426.68569 Eh
2S+1 = 1
orbital gap = 0.312 Eh
lowest unoccupied orbital energy = 0.838 eV

CARTESIAN COORDINATES (ANGSTROEM)
C (-0.092, -0.806, 1.147)
C (0.375, 0.841, 0.135)
C (0.029, 0.415, -1.186)
C (0.745, -0.645, 2.405)
C (0.165, -2.150, 0.497)
C (-1.384, 0.041, -1.547)
C (0.288, 2.162, -2.033)
O (-1.446, -0.628, 1.528)
O (1.722, 1.085, 0.345)
H (-1.960, -1.440, 1.421)
H (1.814, 1.951, 0.768)
H (-0.289, 1.573, 0.595)
H (0.794, -0.197, -1.662)
H (1.811, -0.727, 2.182)
H (0.488, -1.410, 3.152)
H (0.569, 0.326, 2.878)
H (0.105, -2.965, 1.236)
H (-0.598, -2.406, -0.242)
H (1.155, -2.187, 0.037)
H (-2.113, 0.527, -0.898)
H (-1.526, -1.043, -1.534)
H (-1.606, 0.348, -2.573)
H (-0.607, 2.759, -1.856)
H (1.183, 2.693, -1.713)
H (0.377, 1.885, -3.084)

Atom charges from the Löwdin analysis, given in e for atoms 1 to 2: C -0.4733; C -0.2986

---

Record 9
The following is a quantum chemistry calculation of the molecule C7H16O2 at a distorted geometry, from the OMol25 dataset.

DFT total energy = -426.71740 Eh
2S+1 = 1
orbital gap = 0.336 Eh
lowest unoccupied orbital energy = 0.752 eV

CARTESIAN COORDINATES (ANGSTROEM)
C (0.158, -0.285, -0.165)
C (-2.323, 0.646, -0.121)
C (-0.528, 0.992, -0.240)
C (1.833, 0.466, -0.477)
C (0.101, -0.949, 1.195)
C (-0.140, -1.263, -1.282)
C (2.953, 0.021, 0.443)
O (-2.874, -0.489, 0.474)
O (-2.832, 1.769, 0.560)
H (-3.363, 2.335, -0.016)
H (-2.802, -0.395, 1.433)
H (-2.649, 0.597, -1.168)
H (-0.445, 1.502, -1.197)
H (-0.340, 1.640, 0.613)
H (2.036, 0.114, -1.491)
H (1.862, 1.555, -0.545)
H (-0.162, -0.763, -2.249)
H (0.217, -0.231, 2.004)
H (0.875, -1.712, 1.270)
H (-0.827, -1.504, 1.326)
H (0.624, -2.039, -1.302)
H (-1.105, -1.745, -1.128)
H (2.838, 0.461, 1.434)
H (2.959, -1.066, 0.541)
H (3.936, 0.342, 0.087)

Atom charges from the Löwdin analysis, given in e for atoms 1 to 2: C -0.5015; C -0.3714

---

Record 10
The following is a quantum chemistry calculation of the molecule C7H16O3 at a distorted geometry, from the OMol25 dataset.

DFT total energy = -502.00500 Eh
2S+1 = 1
orbital gap = 0.350 Eh
lowest unoccupied orbital energy = 0.512 eV

CARTESIAN COORDINATES (ANGSTROEM)
C (-0.720, 1.170, -0.427)
C (0.577, -0.057, -0.096)
C (-0.173, -1.040, 0.741)
C (-0.141, 2.451, -1.021)
C (1.055, -2.083, 1.275)
C (1.756, 0.621, 0.575)
C (-1.201, -1.917, 0.051)
O (-1.501, 1.469, 0.698)
O (-1.507, 0.536, -1.434)
O (0.943, -0.491, -1.355)
H (-2.121, 1.168, -1.835)
H (-2.131, 2.174, 0.486)
H (0.111, -0.667, -1.834)
H (-0.573, -0.555, 1.629)
H (-0.940, 3.051, -1.480)
H (0.597, 2.204, -1.782)
H (0.323, 3.057, -0.246)
H (1.502, 0.922, 1.587)
H (0.542, -2.805, 1.906)
H (1.823, -1.622, 1.888)
H (1.487, -2.592, 0.417)
H (2.055, 1.491, -0.003)
H (2.612, -0.048, 0.566)
H (-0.765, -2.442, -0.798)
H (-1.556, -2.670, 0.753)
H (-2.056, -1.325, -0.262)

Atom charges from the Löwdin analysis, given in e for atoms 1 to 2: C -0.5029; C -0.4645

---

Record 11
The following is a quantum chemistry calculation of a structure of composition C7H17AgCl2NO3 at a distorted geometry, from the OMol25 dataset.

DFT total energy = -1624.66315 Eh
2S+1 = 2
orbital gap (spin up / spin down) = 0.066 / 0.249 Eh
lowest unoccupied orbital energy (spin up / spin down) = 4.637 / 4.634 eV
total charge = -2

CARTESIAN COORDINATES (ANGSTROEM)
Ag (-0.288, 2.076, 0.860)
Cl (-0.375, 0.012, -1.074)
Cl (1.880, 1.202, 2.510)
C (-0.994, -1.322, 2.618)
O (-0.096, -2.095, 1.844)
C (-0.639, -3.514, 1.598)
C (0.387, -4.237, 0.750)
O (1.629, -4.042, 1.259)
C (2.610, -4.846, 0.586)
H (-2.044, -1.313, 2.324)
H (-0.729, -0.265, 2.607)
H (-0.881, -1.788, 3.597)
H (-1.630, -3.711, 1.189)
H (-0.622, -3.978, 2.584)
H (0.290, -3.782, -0.236)
H (0.115, -5.288, 0.657)
H (3.557, -4.833, 1.127)
H (2.640, -4.525, -0.455)
H (2.234, -5.860, 0.725)
C (-1.548, 5.726, -1.179)
C (-0.605, 4.500, -1.360)
O (0.002, 3.995, -0.406)
N (-0.581, 4.029, -2.624)
C (0.398, 3.005, -3.094)
H (-1.271, 6.438, -0.401)
H (-2.528, 5.343, -0.895)
H (-1.565, 6.324, -2.090)
H (-1.239, 4.547, -3.189)
H (0.973, 2.521, -2.305)
H (0.989, 3.486, -3.874)
H (-0.069, 2.195, -3.654)

Atom charges from the Löwdin analysis, given in e for atoms 1 to 2: Ag 0.3790; Cl -0.5835

---

Record 12
The following is a quantum chemistry calculation of a structure of composition C7H17BaBr3CuO5P at a distorted geometry, from the OMol25 dataset.

DFT total energy = -10382.05609 Eh
2S+1 = 1
orbital gap = 0.244 Eh
lowest unoccupied orbital energy = -8.364 eV
total charge = +2

CARTESIAN COORDINATES (ANGSTROEM)
Cu (-18.284, 9.782, -11.893)
Ba (-15.008, 10.135, -13.461)
O (-16.298, 10.430, -11.309)
H (-16.177, 10.836, -10.447)
C (-16.782, 14.289, -9.144)
Br (-18.207, 15.588, -8.853)
Br (-16.061, 14.205, -10.933)
Br (-17.364, 12.508, -8.535)
H (-15.942, 14.571, -8.525)
C (-12.600, 16.663, -11.978)
C (-12.792, 15.260, -12.501)
O (-12.627, 14.317, -11.422)
P (-12.337, 12.805, -11.784)
O (-13.393, 12.206, -12.642)
O (-12.121, 12.054, -10.394)
C (-13.255, 11.676, -9.584)
C (-12.743, 10.807, -8.475)
O (-10.877, 12.822, -12.408)
C (-9.791, 13.491, -11.717)
C (-8.998, 14.237, -12.766)
H (-12.492, 17.353, -12.820)
H (-13.362, 17.106, -11.344)
H (-11.612, 16.677, -11.508)
H (-13.817, 15.134, -12.875)
H (-12.158, 15.055, -13.366)
H (-13.833, 12.541, -9.252)
H (-13.931, 11.097, -10.227)
H (-13.520, 10.462, -7.795)
H (-12.197, 9.965, -8.903)
H (-12.012, 11.318, -7.845)
H (-10.105, 14.147, -10.903)
H (-9.239, 12.692, -11.217)
H (-9.659, 14.999, -13.177)
H (-8.068, 14.698, -12.435)
H (-8.646, 13.519, -13.509)

Atom charges from the Löwdin analysis, given in e for atoms 1 to 2: Cu 0.6875; Ba 1.9165